1.
Formula: C11H17NSi
Source: OMol25
Level of theory: ωB97M-V/def2-TZVPD

Atoms and positions in Å:
C -1.636 -3.098 2.092
C -0.282 -3.057 2.374
C -2.168 -2.066 1.315
C 0.553 -2.072 2.013
C -1.283 -1.145 0.792
C 0.049 -1.034 1.096
C 2.504 0.109 2.338
C 2.020 0.255 1.081
C -1.567 2.166 -0.633
C 1.179 2.134 -2.094
C -0.377 -0.459 -2.395
N 0.780 -0.031 0.622
Si -0.119 1.004 -1.237
H -2.335 -3.576 2.658
H 0.125 -3.888 2.969
H -3.202 -1.981 0.902
H 1.569 -2.055 2.170
H -1.731 -0.446 0.137
H 3.490 0.380 2.745
H 1.964 -0.394 3.102
H 2.646 0.780 0.375
H -1.250 3.021 -0.013
H -1.816 2.807 -1.410
H -2.363 1.567 -0.279
H 1.913 2.620 -1.378
H 1.861 1.383 -2.752
H 0.633 2.911 -2.671
H -0.813 -1.342 -1.862
H -0.832 -0.197 -3.353
H 0.694 -0.768 -2.665

Total energy = -21048.18118 eV
HOMO-LUMO gap = 7.4 eV
Relative energy (zero: lowest compared OMol25 entry of this formula, charge and spin) = 23.89 kcal per mole
Net charge = 0



2.
Formula: C5H31NO11
Source: OMol25
Level of theory: ωB97M-V/def2-TZVPD

Atoms and positions in Å:
C -0.494 0.651 0.154
C 0.328 -0.401 0.344
C 0.605 -1.391 -0.748
N 1.822 -2.089 -0.725
C -0.499 -1.845 -1.470
C -0.393 -2.819 -2.645
H -0.981 0.873 -0.860
H -0.792 1.384 0.933
H 0.858 -0.571 1.322
H 2.084 -2.764 -1.441
H 2.443 -1.535 -0.345
H -1.491 -1.510 -1.188
H -0.299 -3.809 -2.402
H 0.312 -2.489 -3.353
H -1.354 -2.887 -3.274
O -3.782 0.712 -0.968
H -4.027 0.033 -0.321
H -3.977 0.370 -1.894
O -0.848 1.033 -3.467
H -1.621 0.936 -2.969
H -1.133 1.750 -4.000
O -2.714 -0.459 2.817
H -1.962 0.098 3.046
H -2.401 -1.433 2.649
O 1.186 2.275 -2.173
H 0.680 1.847 -2.873
H 1.896 2.653 -2.650
O 1.753 -2.839 2.356
H 1.181 -3.514 2.300
H 1.481 -2.153 1.864
O 2.087 3.479 0.645
H 1.082 3.490 0.869
H 1.933 3.037 -0.185
O -1.600 -3.231 1.015
H -0.783 -2.996 0.625
H -2.083 -3.644 0.194
O -2.029 3.090 -1.960
H -2.720 2.491 -1.591
H -1.178 2.911 -1.489
O 1.913 -0.306 3.075
H 2.301 0.244 2.376
H 2.451 -1.106 3.242
O 2.678 0.699 0.687
H 3.586 0.860 0.783
H 2.421 1.450 0.040
O 0.194 2.061 2.539
H 0.223 1.383 3.147
H 1.150 1.943 2.187

Total energy = -29697.49333 eV
HOMO-LUMO gap = 7.9 eV
SMILES = C=C/C(N)=C/C.O.O.O.O.O.O.O.O.O.O.O
Relative energy (zero: lowest compared OMol25 entry of this formula, charge and spin) = 129.83 kcal per mole
Net charge = 0



3.
Formula: C28H77N8O10
Source: OMol25
Level of theory: ωB97M-V/def2-TZVPD

Atoms and positions in Å:
N 19.666 33.889 32.442
O 20.972 33.714 32.361
O 19.178 33.719 33.524
O 19.049 34.149 31.494
C 16.257 38.334 31.408
C 16.466 36.825 31.012
C 16.935 36.583 29.540
O 15.978 37.149 28.749
C 16.476 37.089 27.490
N 17.317 36.236 32.011
H 17.132 39.196 31.429
H 15.678 38.480 32.335
H 15.565 38.746 30.717
H 15.585 36.352 31.053
H 17.173 35.591 29.209
H 17.803 37.180 29.477
H 16.235 38.156 27.200
H 16.200 36.463 26.740
H 17.654 37.086 27.359
H 17.991 35.591 31.690
H 16.787 35.397 32.445
C 15.451 33.606 32.490
C 15.625 33.539 33.951
C 16.454 32.201 34.496
O 15.594 31.134 34.219
C 16.234 29.974 34.764
N 16.572 34.666 34.312
H 15.115 32.611 32.225
H 16.256 33.876 32.019
H 14.606 34.206 32.240
H 14.698 33.662 34.453
H 16.522 32.561 35.542
H 17.156 32.084 33.929
H 15.833 29.043 34.305
H 15.988 29.846 35.806
H 17.194 29.718 34.583
H 17.525 34.411 34.068
H 16.929 34.635 35.265
C 22.720 31.829 36.855
C 21.504 32.801 36.487
C 21.809 34.118 35.737
O 22.604 34.955 36.525
C 24.025 34.948 36.267
N 20.629 31.994 35.584
H 22.436 30.834 37.010
H 23.369 32.094 37.738
H 23.497 31.691 35.911
H 21.016 33.156 37.502
H 20.948 34.620 35.502
H 22.270 33.778 34.754
H 24.270 33.889 36.657
H 24.519 35.773 36.632
H 24.410 34.917 35.333
H 21.294 31.597 35.031
H 20.019 32.597 35.075
C 22.842 34.729 27.619
C 21.390 34.292 28.019
C 21.165 32.788 27.633
O 21.179 32.651 26.201
C 21.064 31.324 25.800
N 21.289 34.481 29.494
H 23.534 34.260 28.114
H 23.089 35.696 27.630
H 22.926 34.374 26.474
H 20.840 34.956 27.576
H 20.090 32.520 27.907
H 21.904 32.112 28.015
H 20.058 30.642 26.112
H 22.053 30.727 25.992
H 21.071 31.418 24.781
H 21.989 33.762 30.093
H 20.458 34.319 29.928
C 23.779 37.483 33.326
C 23.517 36.759 32.031
C 24.456 35.538 31.781
O 25.756 36.015 31.734
C 26.787 35.052 31.702
N 22.072 36.308 31.927
H 23.038 38.228 33.495
H 24.930 37.925 33.537
H 23.694 36.787 34.176
H 23.657 37.534 31.217
H 24.120 35.011 30.929
H 24.162 34.903 32.664
H 26.953 34.601 32.609
H 27.739 35.461 31.406
H 26.504 34.263 30.883
H 21.943 35.544 32.598
H 21.865 35.953 31.137
C 23.847 29.999 33.803
C 23.207 31.245 33.140
C 23.707 31.456 31.700
O 25.021 31.766 31.869
C 26.037 30.889 31.259
N 21.768 31.083 32.950
H 23.222 29.632 34.507
H 24.928 29.988 34.223
H 23.925 29.244 33.203
H 23.573 32.040 33.634
H 23.214 32.328 31.347
H 23.443 30.795 30.963
H 27.083 31.307 31.376
H 25.674 30.776 30.283
H 25.934 29.955 31.575
H 21.590 30.534 31.992
H 21.398 32.039 32.944
C 17.516 29.111 31.349
C 18.368 30.424 31.546
C 19.489 30.579 30.401
O 20.409 29.485 30.536
C 20.903 29.182 29.267
N 17.460 31.502 31.378
H 18.335 28.387 31.626
H 17.285 29.010 30.434
H 16.746 28.869 32.207
H 19.026 30.555 32.401
H 19.795 31.634 30.465
H 18.941 30.501 29.569
H 21.499 30.091 29.118
H 20.138 29.117 28.515
H 21.657 28.390 29.278
H 17.861 32.510 31.642
H 16.710 31.561 31.927

Total energy = -62661.18459 eV
HOMO-LUMO gap = 8.3 eV
Relative energy (zero: lowest compared OMol25 entry of this formula, charge and spin) = 370.14 kcal per mole
Net charge = -1



4.
Formula: C55H67N9O8
Source: OMol25
Level of theory: ωB97M-V/def2-TZVPD

Atoms and positions in Å:
C 2.278 8.472 0.235
O 1.486 7.275 0.024
C 1.684 6.365 0.986
O 2.320 6.551 2.014
O 1.131 5.210 0.575
C 1.272 4.063 1.515
H 1.954 8.971 1.134
H 2.159 9.095 -0.639
H 3.276 8.096 0.423
H 1.672 3.246 0.924
H 0.327 3.729 1.895
H 1.900 4.397 2.329
C -4.002 -3.565 -4.390
O -3.266 -4.238 -3.382
C -2.001 -3.792 -3.309
O -1.526 -2.941 -3.984
O -1.354 -4.443 -2.318
C 0.042 -4.103 -2.179
H -3.806 -2.500 -4.433
H -5.053 -3.794 -4.252
H -3.659 -3.841 -5.386
H 0.686 -4.556 -2.941
H 0.237 -4.581 -1.218
H 0.215 -3.043 -2.104
C -3.441 -4.968 0.773
C -3.418 -4.883 2.134
C -3.719 -3.665 2.704
N -4.133 -2.574 2.021
C -4.200 -2.730 0.669
C -3.873 -3.928 -0.019
H -3.179 -5.844 0.259
H -3.115 -5.749 2.700
H -3.735 -3.531 3.785
H -4.457 -1.859 0.093
H -3.835 -4.012 -1.093
C -1.692 4.565 -4.341
C -2.493 3.622 -3.796
C -2.164 3.077 -2.558
N -1.001 3.346 -1.918
C -0.215 4.290 -2.467
C -0.546 4.887 -3.671
H -1.818 4.941 -5.373
H -3.364 3.291 -4.361
H -2.813 2.366 -2.085
H 0.785 4.444 -2.030
H 0.048 5.700 -4.083
C 1.609 -5.977 1.476
C 0.430 -5.737 2.156
C 0.330 -4.541 2.864
N 1.356 -3.704 3.074
C 2.472 -3.973 2.437
C 2.634 -5.084 1.610
H 1.718 -6.842 0.864
H -0.377 -6.448 2.163
H -0.594 -4.241 3.330
H 3.360 -3.367 2.554
H 3.582 -5.262 1.127
C 4.552 4.645 0.019
C 4.144 5.488 -0.981
C 3.397 4.965 -2.021
N 3.136 3.679 -2.099
C 3.554 2.868 -1.165
C 4.246 3.330 -0.071
H 5.072 5.044 0.871
H 4.258 6.559 -0.950
H 2.889 5.570 -2.783
H 3.418 1.844 -1.413
H 4.418 2.583 0.693
C -1.378 -1.205 -0.412
C -0.673 -1.778 0.634
C 0.310 -1.031 1.267
N 0.548 0.218 0.939
C -0.154 0.769 -0.011
C -1.076 0.076 -0.750
H -2.142 -1.712 -1.000
H -0.919 -2.766 0.970
H 0.812 -1.489 2.100
H 0.062 1.789 -0.251
H -1.637 0.581 -1.556
C -4.801 0.793 -5.096
C -5.730 0.744 -4.110
C -5.357 0.134 -2.906
N -4.132 -0.289 -2.649
C -3.219 -0.117 -3.606
C -3.532 0.357 -4.856
H -5.111 1.206 -6.032
H -6.760 1.016 -4.304
H -6.076 0.022 -2.083
H -2.220 -0.435 -3.354
H -2.787 0.466 -5.664
C 1.059 -0.398 -3.511
C 1.658 0.837 -3.360
C 2.833 1.088 -4.035
N 3.526 0.109 -4.670
C 2.946 -1.063 -4.786
C 1.717 -1.354 -4.213
H 0.018 -0.521 -3.203
H 1.167 1.605 -2.779
H 3.292 2.090 -4.091
H 3.434 -1.824 -5.361
H 1.239 -2.334 -4.287
C -3.126 1.061 1.714
C -4.034 1.331 0.712
C -4.230 2.630 0.245
N -3.489 3.624 0.687
C -2.587 3.367 1.590
C -2.391 2.141 2.169
H -2.973 0.027 2.034
H -4.596 0.510 0.255
H -4.940 2.780 -0.537
H -2.008 4.225 1.904
H -1.607 1.942 2.906
C -2.894 -0.830 4.772
C -1.564 -1.045 4.948
C -1.037 -0.819 6.223
N -1.703 -0.316 7.257
C -3.002 -0.035 7.032
C -3.641 -0.375 5.863
H -3.423 -1.025 3.848
H -0.933 -1.298 4.133
H -0.026 -1.111 6.432
H -3.545 0.409 7.866
H -4.699 -0.155 5.819
C 6.376 -3.475 5.196
O 6.395 -2.403 4.286
C 6.910 -2.695 2.985
C 6.298 -1.687 2.021
O 4.896 -1.900 1.917
C 4.217 -0.828 1.271
H 5.555 -4.174 5.004
H 6.288 -3.012 6.193
H 7.323 -4.024 5.321
H 6.736 -3.694 2.655
H 8.018 -2.588 2.974
H 6.742 -1.951 1.037
H 6.599 -0.695 2.338
H 4.313 0.060 1.900
H 3.175 -1.172 1.204
H 4.498 -0.638 0.230

Total energy = -87909.01791 eV
HOMO-LUMO gap = 9.8 eV
SMILES = COC(=O)OC.COC(=O)OC.c1ccncc1.c1ccncc1.c1ccncc1.c1ccncc1.c1ccncc1.c1ccncc1.c1ccncc1.c1ccncc1.c1ccncc1.COCCOC
Net charge = 0



5.
Formula: C4H6O2
Source: OMol25
Level of theory: ωB97M-V/def2-TZVPD

Atoms and positions in Å:
O 2.340 -0.640 0.985
C 1.965 0.096 0.121
O 0.767 0.029 -0.514
C -0.164 -0.872 -0.011
C -1.271 -1.110 -0.698
C -0.662 1.695 0.886
H 2.539 0.927 -0.307
H 0.095 -1.297 0.952
H -1.447 -0.656 -1.669
H -2.025 -1.773 -0.289
H -0.337 2.322 0.024
H -1.701 1.426 0.596

Total energy = -8334.65250 eV
HOMO-LUMO gap (alpha / beta) = 8.8 / 8.8 eV
Relative energy (zero: lowest compared OMol25 entry of this formula, charge and spin) = 133.95 kcal per mole
Net charge = 0



6.
Formula: C10H16FNPS
Source: OMol25
Level of theory: ωB97M-V/def2-TZVPD

Atoms and positions in Å:
C 0.024 -2.285 1.776
C 0.664 -2.197 0.735
C 1.359 -1.566 -0.522
C 0.245 -1.025 -1.518
C -0.260 0.471 -1.430
P -0.376 1.374 0.220
C -1.891 0.876 1.221
C -2.708 -0.281 0.479
C 1.217 1.299 1.209
C 1.228 2.321 2.428
S 0.898 1.397 -2.537
C 1.038 -0.083 -3.605
N 0.689 -1.172 -2.949
F 0.681 -2.425 -3.441
H -0.745 -2.521 2.560
H 1.883 -2.438 -1.040
H 2.167 -0.827 -0.262
H -0.620 -1.723 -1.327
H -1.273 0.496 -1.953
H -2.576 1.784 1.238
H -1.674 0.640 2.309
H -3.007 0.141 -0.535
H -3.675 -0.513 1.017
H -2.065 -1.196 0.345
H 1.514 0.278 1.583
H 2.051 1.628 0.499
H 2.274 2.263 2.879
H 0.503 1.964 3.214
H 1.074 3.387 2.101
H 1.361 -0.065 -4.693

Total energy = -34947.98561 eV
HOMO-LUMO gap = 6.5 eV
Net charge = +1



7.
Formula: C29H43N7O2OsSSi
Source: OMol25
Level of theory: ωB97M-V/def2-TZVPD

Atoms and positions in Å:
Os 0.739 -0.586 -0.967
C -4.182 -1.384 2.579
Si -2.742 -0.716 3.566
C -1.675 -2.067 4.281
C -3.385 0.449 4.872
C -1.629 0.330 2.412
C -1.303 1.635 2.725
C -0.445 2.412 1.924
C 0.096 1.840 0.813
N -0.212 0.563 0.474
C -1.044 -0.181 1.235
S -1.208 -1.770 0.597
H -4.863 -1.918 3.245
H -3.867 -2.079 1.800
H -4.744 -0.569 2.119
H -2.195 -2.585 5.088
H -0.751 -1.653 4.689
H -1.414 -2.804 3.520
H -4.097 -0.080 5.507
H -3.914 1.295 4.428
H -2.601 0.837 5.525
H -1.712 2.081 3.623
H -0.201 3.432 2.185
H 0.787 2.366 0.168
C 3.407 -3.595 1.782
C 2.090 -2.814 1.743
C 2.275 -1.419 2.286
C 2.304 -1.234 3.663
C 2.635 -0.007 4.214
C 2.979 1.051 3.390
C 2.963 0.920 2.006
C 3.416 2.081 1.155
C 4.930 2.298 1.232
C 2.571 -0.314 1.480
N 2.471 -0.469 0.045
C 3.566 -0.660 -0.678
C 3.383 -1.040 -2.000
C 4.214 -1.342 -3.088
C 3.377 -1.742 -4.123
C 2.066 -1.687 -3.643
N 2.054 -1.271 -2.361
H 3.258 -4.619 1.442
H 3.809 -3.628 2.794
H 4.160 -3.131 1.142
H 1.332 -3.329 2.334
H 1.716 -2.804 0.717
H 2.084 -2.076 4.307
H 2.652 0.116 5.289
H 3.271 2.000 3.823
H 2.911 2.987 1.498
H 3.125 1.936 0.111
H 5.249 2.438 2.264
H 5.225 3.178 0.664
H 5.478 1.440 0.838
H 4.542 -0.558 -0.217
H 5.289 -1.273 -3.104
H 3.669 -2.070 -5.106
H 1.159 -1.971 -4.154
N 0.394 1.494 -2.132
C -0.133 1.180 -3.470
C -1.105 2.240 -4.020
C -2.430 2.402 -3.234
C -3.693 2.045 -4.029
N -3.833 0.614 -4.283
C -4.376 -0.272 -3.450
N -5.270 0.106 -2.530
N -4.022 -1.548 -3.544
C -0.776 -0.194 -3.432
O -1.282 -0.680 -4.425
O -0.785 -0.771 -2.262
H -0.311 1.976 -1.582
H 1.197 2.109 -2.198
H 0.712 1.096 -4.158
H -1.310 1.992 -5.063
H -0.568 3.189 -4.034
H -2.545 3.441 -2.920
H -2.421 1.801 -2.316
H -3.670 2.532 -5.004
H -4.579 2.422 -3.521
H -3.139 0.227 -4.912
H -5.727 0.998 -2.609
H -5.740 -0.589 -1.974
H -3.184 -1.795 -4.054
H -4.475 -2.259 -2.997

Total energy = -66465.72750 eV
HOMO-LUMO gap (alpha / beta) = 7.7 / 5.7 eV
Expectation value of S² = 6.039
Relative energy (zero: lowest compared OMol25 entry of this formula, charge and spin) = 3.71 kcal per mole
Multiplicity = 5
Net charge = +2



8.
Formula: C3H3N3O
Source: OMol25
Level of theory: ωB97M-V/def2-TZVPD

Atoms and positions in Å:
N 2.062 -0.025 0.145
C 0.896 -0.345 0.046
C -0.269 -0.970 -0.014
C -1.662 -0.620 0.292
O -2.116 0.434 0.677
H 2.586 0.193 -0.695
H -0.087 -2.005 -0.281
H -2.320 -1.504 0.159
N 0.924 2.632 -0.428
N 0.027 2.244 0.079

Total energy = -9676.16888 eV
HOMO-LUMO gap = 10.1 eV
SMILES = N=C=CC=O.N#N
Relative energy (zero: lowest compared OMol25 entry of this formula, charge and spin) = 29.64 kcal per mole
Net charge = 0